[1]
Here is 2 unconnected molecules or ions with the total composition C6H11N3O6 at a distorted geometry from the Open Molecules 2025 dataset. Energies are from wB97M-V/def2-TZVPD.

Atoms and positions in Å:
C -2.251 0.834 0.392
C -1.255 -0.283 0.703
C -2.127 -1.608 0.951
C -0.305 -0.692 -0.481
N 0.934 -1.180 -0.090
O 1.311 -1.204 1.051
O 1.681 -1.611 -1.055
N -0.714 -0.590 -1.748
O -1.798 -0.409 -2.154
O 0.128 -0.847 -2.739
H -2.451 0.796 -0.752
H -3.001 0.710 1.119
H -1.793 1.742 0.608
H -0.669 -0.174 1.628
H -1.531 -2.434 1.134
H -2.994 -1.991 0.238
H -2.620 -1.433 1.814
H 1.014 -1.162 -2.197
C 2.903 1.426 -0.899
C 1.882 1.507 -0.080
N 2.044 1.360 1.361
O 3.164 1.224 1.735
O 1.055 1.289 2.044
H 2.730 1.551 -1.946
H 3.813 1.484 -0.315
H 0.848 1.694 -0.322

Cartesian forces (eV/Å) of the 6 atoms listed first:
1.697 -1.068 -2.416
-1.092 -3.078 -1.719
-0.835 0.697 -3.204
-1.612 1.752 3.449
1.123 -0.598 -2.666
-0.437 -0.353 -0.139

Output
- frontier orbital gap (alpha / beta) (hartree) = 0.30949 / 0.30951
- total charge = 0
- molecular weight (g/mol) = 221.17

[2]
Here is a single C6H11N3S molecule at a distorted geometry from the Open Molecules 2025 dataset. Energies are from wB97M-V/def2-TZVPD.

Atoms and positions in Å:
H -1.664 -3.579 2.318
N -2.117 -2.663 2.226
C -1.441 -1.963 1.395
S 0.119 -2.249 0.535
C -0.015 -0.648 -0.108
C 1.089 -0.177 -1.061
C 0.707 1.109 -1.719
C 2.412 -0.122 -0.356
N -1.089 -0.055 0.172
N -1.902 -0.759 0.951
C -2.984 -0.015 1.452
H 1.409 -0.995 -1.838
H 1.614 1.552 -1.900
H 0.043 1.600 -1.032
H 0.217 0.923 -2.665
H 2.614 0.792 0.265
H 3.292 -0.188 -1.031
H 2.398 -0.997 0.218
H -3.394 0.542 0.750
H -3.483 -0.758 1.976
H -2.543 0.705 2.135

Cartesian forces (eV/Å) of the 6 atoms listed first:
-0.327 0.347 0.318
0.908 -0.660 -0.414
-0.579 -0.548 0.250
-0.759 -0.529 0.912
1.729 -0.748 -1.654
0.144 -1.717 -0.959

Output
- frontier orbital gap (hartree) = 0.32634
- total charge = 0
- molecular weight (g/mol) = 157.24

[3]
Here is a molecular structure, C6H11N3S at a distorted geometry from the Open Molecules 2025 dataset. Energies are from wB97M-V/def2-TZVPD.

Atoms and positions in Å:
C 0.181 0.390 0.525
C 1.000 1.134 1.349
C -0.089 1.177 -0.773
C 1.334 0.742 2.718
C -0.046 -2.045 0.548
C -0.749 1.456 -3.107
N 1.499 2.247 0.849
N -0.670 -0.678 0.713
N -0.681 0.688 -1.868
S 0.930 2.534 -0.649
H 0.516 0.624 3.527
H 1.776 -0.290 2.856
H 2.133 1.339 3.180
H 0.934 -2.016 0.954
H -0.593 -2.768 1.046
H -0.009 -2.096 -0.499
H -1.643 2.162 -3.223
H 0.114 2.132 -3.191
H -0.792 0.731 -3.949
H -1.276 -0.777 1.546
H -1.476 0.119 -1.797

Cartesian forces (eV/Å) of the 6 atoms listed first:
-2.492 2.658 -3.861
-0.057 0.087 -0.097
2.498 -1.784 3.782
0.727 -1.998 3.496
0.281 3.388 -0.339
-0.651 0.798 -0.646

Output
- frontier orbital gap (hartree) = 0.31120
- total charge = 0
- molecular weight (g/mol) = 157.24

[4]
Here is a molecular structure, C6H11N3S2 at a distorted geometry from the Open Molecules 2025 dataset. Energies are from wB97M-V/def2-TZVPD.

Atoms and positions in Å:
C -1.309 -0.175 0.235
C -2.522 -0.923 0.175
C -0.211 -1.189 0.288
C 1.568 0.342 0.738
C 1.935 -2.196 0.052
C -0.890 2.515 -0.924
N -2.504 -2.211 -0.118
N -3.741 -0.209 0.189
N 1.121 -1.015 0.470
S -0.937 -2.735 -0.023
S -1.163 1.563 0.646
H 2.707 0.258 0.546
H 1.215 1.229 0.190
H 1.350 0.406 1.799
H 1.935 -2.245 -1.049
H 3.093 -2.128 0.291
H 1.428 -3.052 0.566
H -0.590 1.653 -1.549
H -0.078 3.181 -0.972
H -1.730 3.070 -1.182
H -3.963 0.589 0.733
H -4.462 -0.769 -0.201

Cartesian forces (eV/Å) of the 6 atoms listed first:
2.862 -1.829 0.959
-1.302 1.860 -0.879
-1.858 1.808 -0.431
3.540 -1.082 0.279
1.495 1.057 0.457
0.764 -3.282 0.315

Output
- frontier orbital gap (hartree) = 0.31423
- total charge = 0
- molecular weight (g/mol) = 189.31

[5]
Here is a single C6H11N3S2 molecule at a distorted geometry from the Open Molecules 2025 dataset. Energies are from wB97M-V/def2-TZVPD.

Atoms and positions in Å:
C -0.715 -2.202 1.117
C -1.565 -1.497 0.215
C 0.782 0.415 -1.325
C 2.324 1.308 -2.927
C 2.394 2.121 -0.588
C -2.027 -1.002 3.363
N -1.294 -0.375 -0.272
N -2.724 -2.102 -0.063
N 1.814 1.209 -1.585
S -0.036 0.666 0.130
S -0.495 -1.909 2.676
H 2.537 0.362 -3.389
H 1.616 1.662 -3.613
H 3.223 1.827 -2.931
H 2.439 3.132 -1.016
H 1.648 2.048 0.219
H 3.418 1.674 -0.398
H -2.014 0.184 3.378
H -2.114 -1.360 4.406
H -3.040 -1.417 2.934
H -3.054 -2.731 0.636
H -3.118 -2.014 -0.967

Cartesian forces (eV/Å) of the 6 atoms listed first:
1.602 0.164 0.641
0.282 -0.289 1.816
1.016 0.867 -1.222
-0.206 -1.816 0.103
0.230 -0.988 -0.833
-1.496 0.826 0.324

Output
- frontier orbital gap (hartree) = 0.27355
- total charge = 0
- molecular weight (g/mol) = 189.31

[6]
Here is a gas-phase ion, C6H11N4O2 (charge +1) at a distorted geometry from the Open Molecules 2025 dataset. Energies are from wB97M-V/def2-TZVPD.

Atoms and positions in Å:
C -1.756 -0.684 0.074
C -0.416 1.059 -0.560
C -2.782 -1.360 0.597
C 1.531 -0.273 -1.359
C 2.517 -0.686 -0.228
C 2.258 0.706 1.642
N -1.634 0.699 -0.021
N 0.197 -0.134 -0.893
N -2.580 1.596 0.441
N -0.559 -1.217 -0.430
O 0.034 2.166 -0.687
O 2.855 0.435 0.551
H -2.782 -2.431 0.634
H -3.618 -0.835 1.015
H 1.833 0.697 -1.768
H 1.577 -1.030 -2.145
H 2.059 -1.477 0.377
H 3.448 -1.030 -0.682
H 2.552 1.618 2.145
H 1.500 0.061 2.074
H -3.417 1.587 -0.141
H -2.170 2.527 0.441
H -0.648 -1.995 -1.077

Cartesian forces (eV/Å) of the 6 atoms listed first:
-1.102 -0.287 0.788
-0.960 -0.595 -0.035
0.415 0.363 -0.266
0.184 0.183 0.593
-0.552 -1.651 -1.607
0.793 -0.248 -1.693

Output
- frontier orbital gap (alpha / beta) (hartree) = 0.17301 / 0.17297
- total charge = +1
- molecular weight (g/mol) = 171.18